Density functional theory data (ωB97M-V/def2-TZVPD) for a molecular structure, C18H31BIrN6O3PS4Sb.

```
! wB97M-V def2-TZVPD RIJCOSX def2/J DEFGRID3
* xyz -1 5
Ir 0.0916 -0.7563 0.1580
C 2.4270 2.5605 0.2548
C 1.1238 2.6243 0.9729
C 0.6292 3.7036 1.7198
C -0.6020 3.2890 2.1808
C -1.5877 4.0280 3.0205
N -0.8022 2.0339 1.7296
N 0.2562 1.6206 0.9904
B -2.0674 1.1764 1.8497
N -1.8148 -0.1253 2.6338
N -1.0496 -1.1024 2.1045
C -1.1209 -2.1525 2.9154
C -0.4099 -3.4296 2.6338
C -1.9438 -1.8450 4.0050
C -2.3667 -0.5485 3.7873
C -3.2692 0.2988 4.6187
N -2.6366 0.8529 0.4580
N -1.8967 0.2803 -0.5289
C -2.6680 0.2206 -1.6079
C -2.1908 -0.3078 -2.9159
C -3.9343 0.7424 -1.3210
C -3.8715 1.1349 -0.0015
C -4.9354 1.7695 0.8269
H 2.9680 3.4979 0.3882
H 2.2767 2.4091 -0.8131
H 3.0487 1.7503 0.6329
H 1.1060 4.6529 1.8935
H -1.1638 4.9869 3.3169
H -1.8449 3.4751 3.9241
H -2.5167 4.2175 2.4813
H -2.8825 1.8084 2.4498
H 0.6673 -3.2795 2.5497
H -0.7423 -3.8634 1.6913
H -0.5987 -4.1450 3.4340
H -2.2002 -2.4817 4.8336
H -3.5440 -0.2444 5.5225
H -4.1834 0.5617 4.0852
H -2.7866 1.2308 4.9151
H -1.1308 -0.1085 -3.0551
H -2.7481 0.1585 -3.7285
H -2.3263 -1.3887 -2.9831
H -4.7719 0.8382 -1.9886
H -5.8350 1.8841 0.2232
H -4.6379 2.7541 1.1877
H -5.1860 1.1626 1.6970
S 2.5334 -2.8184 -5.2052
Sb 0.9079 -3.8871 -4.0349
S -0.7125 -2.8891 -0.9795
S 0.6367 -2.0922 -2.2334
S 1.9987 -5.5448 -2.7071
C 3.3775 -0.2347 -1.4920
O 3.3946 -1.0172 -0.3050
P 2.1731 -1.2210 0.7316
O 2.6009 -2.6857 1.2578
C 2.5265 -3.7790 0.3305
O 2.7781 -0.3854 1.9776
C 2.0810 -0.2552 3.2075
H 4.1501 0.5294 -1.3982
H 2.4040 0.2313 -1.6337
H 3.5941 -0.8917 -2.3347
H 1.4949 -3.9714 0.0364
H 2.9381 -4.6445 0.8436
H 3.1138 -3.5659 -0.5623
H 1.6405 0.7422 3.2695
H 2.8102 -0.3948 4.0070
H 1.2890 -0.9962 3.3064
*
```

For the gap between HOMO and LUMO (spin up / spin down), the calculation gives 5.5564 / 5.1832 eV. The calculation puts the LUMO energy (spin up / spin down) at 2.23 / 0.69 eV. The value obtained for the HOMO energy (spin up / spin down) is -3.328 / -4.492 eV.

Density functional theory data (ωB97M-V/def2-TZVPD) for a molecular structure, C18H31BMnN7O2PS at a distorted geometry.

```
! wB97M-V def2-TZVPD RIJCOSX def2/J DEFGRID3
* xyz 0 6
Mn 0.0247 0.2745 -0.0029
C -3.6115 -1.0064 -0.0069
C -2.5436 -2.0386 0.0039
C -2.6612 -3.4318 0.0028
C -1.3641 -3.9102 0.0095
C -0.8927 -5.3217 0.0139
N -0.5394 -2.8470 0.0145
N -1.2562 -1.7077 0.0094
B 0.9950 -2.8103 -0.0026
N 1.4449 -2.0358 1.2657
N 0.9150 -0.8403 1.5817
C 1.3864 -0.4700 2.7656
C 0.9382 0.8033 3.3940
C 2.2489 -1.4625 3.2414
C 2.2512 -2.4455 2.2671
C 2.9817 -3.7420 2.2895
N 1.4087 -2.0618 -1.2950
N 0.9187 -0.8438 -1.5839
C 1.3763 -0.4763 -2.7747
C 1.0027 0.8471 -3.3451
C 2.1798 -1.4978 -3.2876
C 2.1683 -2.4931 -2.3242
C 2.8619 -3.8084 -2.3688
H -4.5920 -1.4745 -0.0120
H -3.5064 -0.3736 -0.8877
H -3.5214 -0.3641 0.8683
H -3.5619 -4.0099 -0.0070
H -1.7506 -5.9870 0.0114
H -0.2899 -5.5261 0.8969
H -0.2828 -5.5290 -0.8630
H 1.4560 -3.8962 0.0010
H 0.2725 1.3194 2.6884
H 1.7805 1.4512 3.6289
H 0.3989 0.5976 4.3191
H 2.7767 -1.4657 4.1726
H 3.6083 -3.7944 3.1772
H 3.6097 -3.8568 1.4078
H 2.2796 -4.5747 2.3107
H 0.3694 1.3669 -2.6119
H 0.4558 0.7291 -4.2799
H 1.8860 1.4527 -3.5423
H 2.6895 -1.5098 -4.2302
H 3.5243 -3.8479 -3.2313
H 2.1377 -4.6188 -2.4553
H 3.4463 -3.9731 -1.4654
C 4.7794 1.7894 -1.1983
P 3.9127 0.7245 0.0084
C 4.6707 1.1684 1.6157
C 4.4385 -0.9954 -0.3563
O 2.4449 0.9133 -0.0155
H 5.8557 1.6719 -1.1380
H 4.5008 2.8126 -0.9568
H 4.4352 1.5591 -2.2036
H 5.7554 1.1257 1.5614
H 4.3114 0.4880 2.3879
H 4.3525 2.1811 1.8608
H 5.4971 -1.1332 -0.1578
H 4.2351 -1.2056 -1.4046
H 3.8541 -1.6873 0.2452
O -1.8507 4.1653 0.0219
S -2.2886 2.7577 -0.0217
N -1.1717 1.7244 -0.0127
*
```

For the gap between HOMO and LUMO (spin up / spin down), the calculation gives 8.5189 / 8.9905 eV. The calculation puts the LUMO energy (spin up / spin down) at 0.40 / 0.40 eV. The value obtained for the HOMO energy (spin up / spin down) is -8.115 / -8.589 eV.

Density functional theory data (ωB97M-V/def2-TZVPD) for a molecular structure, C18H31BrGdN18O2 at a distorted geometry.

```
! wB97M-V def2-TZVPD RIJCOSX def2/J DEFGRID3
* xyz -1 8
Gd 0.0000 0.0000 0.0000
N -2.7033 -0.6637 2.5976
C -1.6810 -1.5648 2.4931
N -1.6199 -2.6674 3.2859
N -0.4916 -3.3122 2.9042
N 0.1013 -2.6130 1.9127
N -0.6376 -1.5036 1.6391
C -2.8165 0.4606 1.8285
N -3.8569 1.3229 1.9766
N -3.6371 2.2985 1.0632
N -2.4986 2.0242 0.3911
N -1.9652 0.8644 0.8621
H -3.4122 -0.8376 3.2786
N 1.6562 -0.1388 1.6454
C 2.6682 0.8812 1.1415
C 3.9989 0.8269 1.9388
C 3.8852 1.0496 3.4630
C 3.5738 2.5019 3.8880
N 2.2652 2.9599 3.4719
C 1.0301 2.4544 3.9837
N 1.0010 1.5041 5.0469
N -0.0832 2.8758 3.4873
C 2.8846 0.7026 -0.3624
O 4.0084 0.6694 -0.8461
O 1.7635 0.5698 -1.2155
H 1.3499 0.0298 2.5727
H 2.1340 -1.0704 1.5338
H 2.1979 1.8778 1.2437
H 4.7186 1.5704 1.5312
H 4.4348 -0.1844 1.7815
H 4.8867 0.8198 3.8883
H 3.1810 0.3216 3.9088
H 4.3508 3.1569 3.4332
H 3.6632 2.6057 4.9900
H 2.2315 3.7280 2.7822
H 1.8617 1.1850 5.5111
H 0.1040 1.1462 5.4012
H -0.0906 3.5671 2.7221
H -0.9864 2.5323 3.8424
C 2.9306 -4.0860 -0.6280
N 1.6470 -4.0830 -1.3258
C 1.6853 -4.8089 -2.5986
C 0.8263 -2.9721 -1.2113
N 1.1640 -1.8464 -0.6953
N -0.4603 -3.1623 -1.6806
C -1.5585 -2.3379 -1.6658
N -2.6781 -2.9262 -2.1577
N -1.5455 -1.1342 -1.2403
H 3.3623 -5.0924 -0.6058
H 2.8082 -3.7720 0.4142
H 3.6419 -3.4153 -1.1220
H 2.3474 -5.6798 -2.5402
H 2.0487 -4.1557 -3.3990
H 0.6967 -5.1877 -2.8763
H 2.2791 -1.6654 -0.1852
H -0.7172 -4.1331 -1.6692
H -2.5079 -3.4294 -3.0197
H -3.4252 -2.2563 -2.2903
H -2.5716 -0.4403 -1.1907
Br -2.1815 3.8604 -5.5371
C -1.6002 2.8316 -4.0615
C -1.4703 3.4307 -2.8087
C -1.0408 2.6684 -1.7210
C -0.7443 1.3171 -1.8892
C -0.8755 0.7226 -3.1428
C -1.3045 1.4795 -4.2342
H -1.6996 4.4837 -2.6696
H -0.9353 3.1220 -0.7398
H -0.6418 -0.3313 -3.2631
H -1.4043 1.0089 -5.2086
H 0.3253 1.8822 0.8195
*
```

For the gap between HOMO and LUMO (spin up / spin down), the calculation gives 5.1849 / 4.8032 eV. The calculation puts the LUMO energy (spin up / spin down) at 1.61 / 1.61 eV. The value obtained for the HOMO energy (spin up / spin down) is -3.574 / -3.191 eV.

Computed calculated total energy, in the same sequence as the records: -96940.8741; -85821.3380; -140958.3872 eV.